Entry from the Open Molecules 2025 dataset: a molecular structure, C29H24BeN6O2S2 in a non-equilibrium geometry (ωB97M-V/def2-TZVPD).

Structure (XYZ):
```
64
Properties=species:S:1:pos:R:3:nbo_charge:R:1
Be -0.169 -0.046 -0.738 1.547
C 2.001 -6.872 -1.799 -0.633
C 2.103 -5.409 -1.464 0.013
C 2.616 -4.492 -2.376 -0.229
C 2.719 -3.148 -2.053 -0.125
C 2.299 -2.720 -0.806 -0.373
C 1.765 -3.610 0.112 -0.152
C 1.671 -4.949 -0.222 -0.219
S 2.460 -1.014 -0.344 2.356
O 3.799 -0.585 -0.644 -0.953
O 1.982 -0.892 1.008 -0.957
N 1.376 -0.250 -1.284 -1.173
C 1.624 0.513 -2.400 0.173
C 2.788 0.663 -3.135 -0.263
C 2.815 1.537 -4.235 -0.163
C 1.718 2.259 -4.633 -0.246
C 0.512 2.129 -3.915 -0.095
C -0.677 2.835 -4.192 -0.097
C -1.780 2.657 -3.398 -0.272
C -1.718 1.763 -2.320 0.090
N -0.631 1.084 -2.039 -0.614
C 0.476 1.252 -2.809 0.194
H 2.371 -7.082 -2.801 0.214
H 0.963 -7.203 -1.740 0.223
H 2.576 -7.471 -1.091 0.221
H 2.942 -4.833 -3.351 0.209
H 3.123 -2.436 -2.763 0.216
H 1.426 -3.235 1.068 0.247
H 1.253 -5.650 0.491 0.212
H 3.677 0.133 -2.830 0.250
H 3.744 1.649 -4.779 0.218
H 1.767 2.934 -5.477 0.215
H -0.703 3.520 -5.031 0.221
H -2.697 3.197 -3.583 0.229
H -2.575 1.597 -1.677 0.213
S -1.413 -1.670 -0.485 -0.450
C -1.780 -1.073 1.103 0.102
N -2.455 -1.846 1.930 -0.165
N -2.938 -1.416 3.079 -0.351
C -3.330 -0.137 3.510 0.120
C -3.651 0.893 2.625 -0.179
C -4.118 2.098 3.116 -0.214
C -4.267 2.299 4.482 -0.232
C -3.958 1.272 5.361 -0.196
C -3.499 0.058 4.880 -0.244
N -1.319 0.118 1.555 -0.196
N -0.494 0.721 0.794 -0.403
C 0.098 1.875 1.329 0.179
C -0.181 2.325 2.625 -0.216
C 0.410 3.481 3.095 -0.208
C 1.283 4.204 2.290 -0.198
C 1.565 3.758 1.008 -0.196
C 0.981 2.600 0.527 -0.221
H -3.192 -2.178 3.684 0.391
H -3.552 0.739 1.561 0.214
H -4.372 2.889 2.422 0.215
H -4.626 3.249 4.857 0.216
H -4.072 1.418 6.427 0.217
H -3.265 -0.749 5.565 0.213
H -0.864 1.755 3.239 0.237
H 0.191 3.824 4.098 0.217
H 1.743 5.109 2.665 0.215
H 2.248 4.315 0.379 0.217
H 1.212 2.243 -0.466 0.218
```

Computed properties:
Net charge ... 0
Energy above the lowest of the compared OMol25 structures with the same formula, charge and spin ... 107.3 kJ/mol
Maximum force ... 1.35 eV Å⁻¹
Energy ... -65572.310 eV
Kohn-Sham gap (alpha / beta) ... 0.2274 / 0.2189 Eh
HOMO (alpha / beta) ... -7.3 / -7.1 eV

***

Entry from the Open Molecules 2025 dataset: a molecular structure, C29H24BrF4N4O3PPtS2 in a non-equilibrium geometry (ωB97M-V/def2-TZVPD).

Structure (XYZ):
```
69
Properties=species:S:1:pos:R:3:nbo_charge:R:1
Pt -0.093 0.226 -0.096 1.095
F 6.525 -2.457 1.455 -0.239
C 5.237 -2.215 1.493 0.338
C 4.484 -2.559 2.606 0.293
F 5.041 -3.167 3.631 -0.246
C 3.128 -2.266 2.629 0.420
F 2.425 -2.649 3.690 -0.291
C 2.472 -1.632 1.578 -0.464
P 0.660 -1.289 1.719 1.165
C 0.028 -2.979 1.669 -0.466
C -1.018 -3.401 2.492 -0.182
C -1.424 -4.725 2.448 -0.192
C -0.840 -5.617 1.559 -0.139
C 0.155 -5.182 0.689 -0.214
C 0.588 -3.871 0.745 -0.142
C 0.312 -0.515 3.321 -0.469
C 0.057 0.860 3.304 -0.162
C -0.245 1.534 4.474 -0.191
C -0.299 0.845 5.677 -0.138
C -0.050 -0.520 5.699 -0.219
C 0.225 -1.210 4.531 -0.104
C 3.236 -1.385 0.438 -0.132
Br 2.457 -0.837 -1.188 0.244
C 4.595 -1.652 0.397 0.318
F 5.282 -1.395 -0.705 -0.265
H -1.484 -2.708 3.180 0.244
H -2.200 -5.064 3.120 0.247
H -1.160 -6.650 1.539 0.248
H 0.603 -5.863 -0.021 0.245
H 1.374 -3.531 0.081 0.213
H 0.083 1.402 2.367 0.223
H -0.453 2.595 4.449 0.238
H -0.542 1.369 6.591 0.242
H -0.072 -1.062 6.634 0.241
H 0.387 -2.275 4.584 0.222
N -1.795 -1.308 -0.279 -0.754
C -2.773 -1.237 -1.376 -0.233
C -2.106 -1.254 -2.742 -0.427
C -1.581 0.117 -3.129 -0.232
N -0.366 0.475 -2.396 -0.793
H -1.388 -2.241 -0.236 0.413
H -2.256 -1.100 0.609 0.453
H -3.358 -0.325 -1.250 0.218
H -3.459 -2.085 -1.300 0.237
H -2.840 -1.563 -3.485 0.258
H -1.293 -1.986 -2.748 0.209
H -2.342 0.874 -2.936 0.226
H -1.369 0.123 -4.202 0.234
H -0.253 1.489 -2.454 0.447
H 0.439 0.016 -2.809 0.392
O -0.934 4.418 0.056 -0.887
S -1.623 3.377 -0.691 2.283
O -1.204 3.200 -2.054 -0.947
N -1.505 1.937 0.097 -0.873
C -2.645 1.620 0.779 0.657
O -2.755 0.595 1.434 -0.635
C -3.719 2.622 0.531 -0.183
C -5.006 2.618 1.038 -0.138
C -5.895 3.589 0.591 -0.176
C -5.508 4.549 -0.336 -0.151
C -4.203 4.588 -0.821 -0.197
C -3.349 3.605 -0.379 -0.227
H -5.300 1.874 1.766 0.246
H -6.907 3.599 0.972 0.244
H -6.217 5.285 -0.687 0.247
H -3.880 5.349 -1.517 0.255
S 2.002 4.502 0.171 0.284
C 1.665 2.920 0.214 0.144
N 1.421 1.781 0.245 -0.580
```

Computed properties:
Net charge ... +2
Energy above the lowest of the compared OMol25 structures with the same formula, charge and spin ... 286.6 kJ/mol
Maximum force ... 4.64 eV Å⁻¹
Energy ... -157665.781 eV
Kohn-Sham gap (alpha / beta) ... 0.1501 / 0.1518 Eh
HOMO (alpha / beta) ... -13.9 / -14.0 eV

***

Entry from the Open Molecules 2025 dataset: a molecular structure, C29H24BrN2O2PPdS in a non-equilibrium geometry (ωB97M-V/def2-TZVPD).

Structure (XYZ):
```
61
Properties=species:S:1:pos:R:3:nbo_charge:R:1
Pd 0.772 -0.823 -0.717 0.791
C 0.069 -4.128 -0.202 -0.652
C -0.941 -3.587 -1.164 0.260
C -2.069 -4.356 -1.533 -0.255
C -2.989 -3.843 -2.396 -0.144
C -2.798 -2.557 -2.945 -0.017
C -3.685 -1.976 -3.874 -0.232
C -3.412 -0.743 -4.399 -0.193
C -2.258 -0.044 -4.018 -0.226
C -1.376 -0.569 -3.096 -0.161
S 0.054 0.316 -2.645 -0.102
C -1.639 -1.850 -2.542 0.115
N -0.757 -2.374 -1.649 -0.479
H 0.204 -5.201 -0.338 0.222
H -0.263 -3.956 0.825 0.235
H 1.021 -3.622 -0.321 0.254
H -2.184 -5.350 -1.121 0.221
H -3.867 -4.413 -2.676 0.217
H -4.572 -2.523 -4.169 0.212
H -4.089 -0.296 -5.115 0.217
H -2.042 0.924 -4.454 0.221
O 2.549 -1.894 3.094 -0.648
C 1.738 -1.552 2.247 0.789
O 1.790 -1.827 0.994 -0.790
C 0.496 -0.739 2.714 -0.853
P -0.202 0.110 1.268 0.902
C -1.775 0.800 1.903 -0.249
C -1.751 1.646 3.011 -0.213
C -2.933 2.129 3.544 -0.210
C -4.149 1.776 2.970 -0.201
C -4.179 0.940 1.865 -0.199
C -2.993 0.450 1.333 -0.231
C 0.768 1.663 1.206 -0.358
C 0.265 2.679 0.388 -0.205
C 0.877 3.919 0.352 -0.209
C 2.005 4.154 1.127 -0.217
C 2.530 3.140 1.912 -0.213
C 1.922 1.892 1.949 -0.178
H 0.767 -0.037 3.500 0.249
H -0.240 -1.434 3.123 0.263
H -0.802 1.933 3.448 0.219
H -2.908 2.778 4.409 0.217
H -5.072 2.159 3.384 0.216
H -5.126 0.664 1.420 0.216
H -3.009 -0.204 0.468 0.223
H -0.623 2.485 -0.204 0.227
H 0.472 4.706 -0.272 0.216
H 2.479 5.128 1.111 0.214
H 3.419 3.322 2.504 0.216
H 2.342 1.110 2.571 0.219
Br 6.433 -0.278 1.214 0.086
C 5.128 0.315 -0.017 -0.119
C 5.292 1.521 -0.673 -0.184
C 4.297 1.922 -1.547 -0.243
C 3.179 1.123 -1.703 0.053
N 3.036 -0.047 -1.077 -0.462
C 4.004 -0.459 -0.258 0.019
H 6.166 2.132 -0.491 0.233
H 4.383 2.850 -2.095 0.229
H 2.378 1.416 -2.370 0.215
H 3.868 -1.417 0.224 0.254
```

Computed properties:
Net charge ... 0
Energy above the lowest of the compared OMol25 structures with the same formula, charge and spin ... 133.7 kJ/mol
Maximum force ... 1.23 eV Å⁻¹
Energy ... -131185.618 eV
Kohn-Sham gap (alpha / beta) ... 0.2391 / 0.2360 Eh
HOMO (alpha / beta) ... -7.4 / -7.6 eV

***

Entry from the Open Molecules 2025 dataset: a molecular structure, C29H24CrNO2S3SbTe in a non-equilibrium geometry (ωB97M-V/def2-TZVPD).

Structure (XYZ):
```
62
Properties=species:S:1:pos:R:3:nbo_charge:R:1
Cr -0.332 3.259 0.706 0.713
C 0.869 -3.626 1.742 -0.618
C 0.881 -2.152 1.412 -0.131
C 2.070 -1.454 1.281 -0.076
C 2.108 -0.094 0.974 -0.279
C 3.402 0.613 0.824 0.539
O 3.555 1.807 0.963 -0.505
C 4.626 -0.200 0.505 -0.152
C 5.834 0.181 1.084 -0.160
C 7.006 -0.490 0.778 -0.220
C 6.990 -1.538 -0.133 -0.209
C 5.797 -1.903 -0.739 -0.244
C 4.621 -1.241 -0.422 -0.136
C 0.865 0.618 0.848 0.515
O 0.845 1.864 0.571 -0.698
C -0.371 -0.106 0.970 -0.250
C -0.312 -1.475 1.245 -0.065
C -1.659 0.553 0.854 0.316
N -1.770 1.842 0.916 -0.435
C -3.038 2.532 0.690 -0.302
C -3.288 2.716 -0.803 -0.600
Te -1.417 3.363 -1.762 0.702
C -1.069 1.424 -2.609 -0.253
C 0.133 0.770 -2.363 -0.262
C 0.363 -0.493 -2.890 -0.148
C -0.593 -1.098 -3.696 -0.243
C -1.777 -0.429 -3.979 -0.222
C -2.014 0.826 -3.439 -0.245
C -2.855 -0.318 0.689 -0.111
C -2.953 -1.104 -0.459 -0.196
C -4.063 -1.901 -0.681 -0.207
C -5.088 -1.943 0.255 -0.214
C -4.982 -1.194 1.418 -0.230
C -3.875 -0.389 1.636 -0.142
H 1.883 -4.011 1.849 0.209
H 0.370 -4.196 0.955 0.208
H 0.333 -3.815 2.674 0.212
H 3.003 -1.974 1.459 0.205
H 5.832 1.011 1.778 0.234
H 7.939 -0.191 1.240 0.210
H 7.907 -2.058 -0.381 0.207
H 5.787 -2.706 -1.467 0.207
H 3.697 -1.514 -0.914 0.207
H -1.239 -2.023 1.364 0.205
H -2.972 3.508 1.189 0.282
H -3.882 2.010 1.135 0.217
H -4.056 3.464 -0.988 0.236
H -3.562 1.774 -1.278 0.219
H 0.886 1.242 -1.744 0.239
H 1.288 -1.009 -2.662 0.205
H -0.417 -2.087 -4.101 0.209
H -2.520 -0.889 -4.619 0.210
H -2.940 1.344 -3.659 0.215
H -2.150 -1.076 -1.186 0.232
H -4.127 -2.492 -1.587 0.211
H -5.959 -2.562 0.081 0.210
H -5.767 -1.238 2.162 0.214
H -3.788 0.163 2.563 0.225
S -2.971 5.644 3.097 -0.992
Sb -0.657 5.676 3.009 0.909
S -0.153 3.293 3.083 -0.755
S -0.276 5.492 0.565 -0.623
```

Computed properties:
Net charge ... -1
Spin multiplicity ... 2
Maximum force ... 2.67 eV Å⁻¹
Energy ... -110808.866 eV
Kohn-Sham gap (alpha / beta) ... 0.2034 / 0.2036 Eh
HOMO (alpha / beta) ... -3.6 / -3.6 eV

***

Q: Among the records above, which one has the lowest energy?
A: C29H24BrF4N4O3PPtS2

***

Q: Which value of net charge does entry 3 give?
A: 0